# 1
# CH5NO2S

CH5NO2S as an isolated structure in a non-equilibrium geometry (ωB97M-V/def2-TZVPD, OMol25).

Last column: Löwdin charge in e.
Positions of all 10 atoms, in Å:
1 C -0.483 1.320 0.382  -0.18
2 N 0.854 -0.921 0.724  -0.33
3 O 0.005 -0.455 -1.610  -0.42
4 O 1.609 -1.925 0.154  -0.13
5 S -0.286 -0.387 -0.196  0.71
6 H -1.532 1.513 0.574  0.05
7 H 0.109 1.412 1.284  0.05
8 H -0.105 1.978 -0.396  0.06
9 H 1.769 -1.694 -0.779  0.08
10 H -1.939 -0.840 -0.138  0.11

Values from the calculation:
Gap between HOMO and LUMO (eV): 9.013
E_tot (eV): -17533.2650
ΔE to the lowest compared entry with this formula, charge and spin (kJ/mol): 547.9

=====

# 2
# C7H9N2OS

C7H9N2OS as an isolated structure in a non-equilibrium geometry (ωB97M-V/def2-TZVPD, OMol25).

Last column: Löwdin charge in e.
Positions of all 20 atoms, in Å:
1 C 2.299 -0.173 0.467  -0.08
2 C 0.790 -1.681 -0.589  -0.08
3 C 1.277 0.499 1.032  -0.10
4 C -0.209 -1.174 0.076  -0.09
5 C -0.923 1.060 -0.029  -0.28
6 C 2.137 -1.003 -0.755  -0.17
7 C -0.133 0.195 0.783  -0.34
8 N -0.622 2.305 -0.313  0.14
9 N -4.398 -0.193 -0.269  -0.53
10 O -5.005 -1.104 0.152  0.13
11 S -3.114 0.635 -0.427  1.06
12 H 3.448 0.076 0.621  0.16
13 H 0.754 -2.627 -1.133  0.12
14 H 1.401 1.304 1.775  0.12
15 H -1.071 -1.734 0.198  0.09
16 H 2.069 -0.344 -1.699  0.16
17 H 2.979 -1.752 -0.820  0.13
18 H -0.610 -0.082 1.806  0.21
19 H 0.346 2.738 -0.254  0.16
20 H -1.416 3.052 -0.623  0.20

Values from the calculation:
Gap between HOMO and LUMO (eV): 7.591
Total charge: +1
E_tot (eV): -23254.2934
ΔE to the lowest compared entry with this formula, charge and spin (kJ/mol): 577.6

=====

# 3
# C5H17N2O4

A 4-piece molecular cluster, C5H17N2O4 overall in a non-equilibrium geometry (ωB97M-V/def2-TZVPD, OMol25).

Last column: Löwdin charge in e.
Positions of all 28 atoms, in Å:
1 O -2.467 1.487 -0.899  0.08
2 C -2.487 0.876 0.131  -0.17
3 C -1.271 -0.004 0.574  -0.23
4 C -0.514 0.780 1.627  -0.14
5 C 0.795 0.182 2.183  -0.22
6 C 2.904 -0.550 1.536  -0.03
7 N 1.744 -0.239 1.166  -0.03
8 N -0.462 -0.193 -0.668  0.19
9 H -3.341 0.880 0.828  0.14
10 H -1.760 -0.939 0.849  0.16
11 H -1.088 1.004 2.526  0.13
12 H -0.231 1.746 1.194  0.13
13 H 1.215 0.911 2.883  0.12
14 H 0.578 -0.693 2.810  0.13
15 H 3.658 -0.882 0.825  0.08
16 H 3.261 -0.526 2.574  0.09
17 H 0.203 0.585 -0.820  0.09
18 H -1.031 -0.339 -1.523  0.11
19 H 0.040 -1.090 -0.583  0.10
20 H 1.289 2.114 -2.472  0.07
21 H 1.736 2.497 -1.002  0.06
22 O 1.247 1.879 -1.544  -0.03
23 H -1.457 -0.011 -4.046  0.07
24 H -2.336 0.523 -2.855  0.04
25 O -1.842 -0.240 -3.195  -0.04
26 H 0.596 -3.325 0.084  0.06
27 H 0.723 -3.481 -1.431  0.06
28 O 0.300 -2.955 -0.751  -0.03

Values from the calculation:
Gap between HOMO and LUMO (eV): 10.744
Total charge: +1
E_tot (eV): -16624.6008
ΔE to the lowest compared entry with this formula, charge and spin (kJ/mol): 220.6

=====

# 4
# CH4N2O2

A 2-piece molecular cluster, CH4N2O2 overall in a non-equilibrium geometry (ωB97M-V/def2-TZVPD, OMol25).

Last column: Löwdin charge in e.
Positions of all 9 atoms, in Å:
1 N -1.212 -1.558 0.617  0.24
2 N -1.204 -1.572 -0.489  -0.33
3 O -1.219 -1.626 -1.637  0.11
4 C 0.460 0.993 0.523  -0.17
5 O 0.535 0.375 -0.751  -0.14
6 H 1.363 1.566 0.742  0.08
7 H 0.297 0.251 1.308  0.05
8 H -0.390 1.672 0.489  0.08
9 H 1.371 -0.100 -0.802  0.08

Values from the calculation:
Gap between HOMO and LUMO (eV): 11.632
SMILES: N#[N+][O-].CO
E_tot (eV): -8174.6516
ΔE to the lowest compared entry with this formula, charge and spin (kJ/mol): 196.2

=====

# 5
# C9H13N2O2S

C9H13N2O2S as an isolated structure in a non-equilibrium geometry (ωB97M-V/def2-TZVPD, OMol25).

Last column: Löwdin charge in e.
Positions of all 27 atoms, in Å:
1 C 0.734 1.241 1.258  0.00
2 C 0.816 2.010 0.163  0.03
3 C -0.690 0.309 -0.177  0.06
4 C 2.006 2.029 -3.450  0.03
5 C 1.128 1.183 -2.940  -0.12
6 C -0.303 -0.925 1.780  -0.20
7 C -1.237 -3.243 0.577  -0.14
8 C -0.021 1.856 -2.105  -0.11
9 C -1.795 -2.292 1.623  -0.04
10 N -0.149 0.185 1.039  -0.11
11 N -0.010 1.338 -0.737  -0.04
12 O 1.206 0.034 3.606  -0.31
13 O -0.488 -1.593 4.410  -0.27
14 S -0.026 -0.680 3.419  0.85
15 H 1.219 1.367 2.217  0.12
16 H 1.595 2.764 0.101  0.16
17 H -1.293 -0.387 -0.657  0.15
18 H 2.732 1.604 -4.080  0.05
19 H 2.087 3.076 -3.152  0.08
20 H 0.976 0.142 -3.139  0.10
21 H -1.620 -4.243 0.685  0.07
22 H -0.176 -3.294 0.671  0.06
23 H -1.470 -2.929 -0.508  0.10
24 H 0.272 2.916 -1.849  0.13
25 H -0.878 1.894 -2.723  0.12
26 H -2.694 -1.681 1.274  0.11
27 H -1.919 -2.683 2.691  0.11

Values from the calculation:
Gap between HOMO and LUMO (eV): 7.834
Total charge: +1
E_tot (eV): -27441.4170
ΔE to the lowest compared entry with this formula, charge and spin (kJ/mol): 609.3

=====

Number 1: LUMO level 0.000 hartree. Number 2: LUMO level -0.198 hartree. Number 3: LUMO level -0.094 hartree. Number 4: LUMO level 0.035 hartree. Number 5: LUMO level -0.179 hartree.